Entry 1:
DFT (the ωB97M-V functional and the def2-TZVPD basis) results for a cluster of 13 separate species, C52H89ClF7N2O22P in total at a distorted geometry.

## Properties
- multiplicity = 1
- HOMO energy (eV) = -9.04
- net charge = 0
- largest force on an atom (eV Å⁻¹) = 4.655
- LUMO (eV) = 0.33

```
174
Properties=species:S:1:pos:R:3:mulliken_charge:R:1
C -7.5417 4.3866 -4.2528 -1.51
C -6.1927 5.0301 -3.9935 -0.16
C -5.1961 4.1343 -3.2469 -0.70
N -3.8745 4.8197 -2.8659 0.79
C -3.0408 5.3072 -4.1084 -0.94
C -2.9143 3.9299 -1.9880 0.04
C -2.4807 4.7989 -0.7909 -0.01
C -2.9135 6.2391 -1.1240 -1.16
C -4.1325 6.0235 -1.9208 -0.67
H -8.0724 4.2385 -3.3123 0.38
H -7.4873 3.4638 -4.8303 0.35
H -8.2594 5.0276 -4.7648 0.39
H -6.3551 5.9759 -3.4766 0.23
H -5.7197 5.1919 -4.9621 0.27
H -4.9831 3.1843 -3.7369 0.30
H -5.7021 3.8535 -2.3232 0.46
H -3.6038 6.0863 -4.6224 0.38
H -2.7096 4.5081 -4.7716 0.15
H -2.1576 5.6977 -3.6028 0.46
H -2.1115 3.6165 -2.6553 -0.16
H -3.5148 3.1292 -1.5560 0.01
H -1.4327 4.6296 -0.5437 0.13
H -3.0260 4.3901 0.0598 0.21
H -2.1892 6.7775 -1.7353 0.36
H -3.0616 6.8425 -0.2283 0.46
H -4.3733 6.8515 -2.5876 0.47
H -4.9728 5.7781 -1.2713 0.38
C 0.9839 -1.7090 3.3999 -1.07
C 1.9354 -1.0266 2.4531 1.08
C 1.2201 0.1579 1.7008 -0.12
N 1.4025 0.2577 0.1747 0.66
C 2.9095 0.4177 -0.0915 -0.92
C 0.4999 1.3389 -0.4693 0.75
C 0.5579 0.9688 -1.9297 1.34
C 0.5521 -0.5404 -2.0306 0.20
C 0.9253 -1.0357 -0.5966 -0.19
H 1.1617 -1.5032 4.4555 0.33
H 0.9461 -2.7765 3.1831 0.26
H -0.0688 -1.4400 3.3135 0.01
H 2.2913 -1.8150 1.7898 -0.56
H 2.8448 -0.6781 2.9426 0.12
H 1.4549 1.1461 2.0964 0.32
H 0.1357 0.0661 1.7622 -0.27
H 2.9917 0.6933 -1.1429 0.30
H 3.4759 -0.4571 0.2280 0.23
H 3.2261 1.3280 0.4175 0.25
H 0.7947 2.3765 -0.3121 0.06
H -0.5267 1.2026 -0.1292 -0.68
H 1.4466 1.4346 -2.3555 -0.76
H -0.3060 1.3926 -2.4417 -0.55
H 1.2250 -0.9046 -2.8068 0.46
H -0.4535 -0.8203 -2.3447 -0.50
H 1.7034 -1.7958 -0.6666 0.38
H 0.0785 -1.3543 0.0113 -0.19
P -3.6208 0.5530 1.0668 1.53
F -4.3394 1.0882 2.4185 -0.42
F -4.9420 1.0109 0.2533 -0.37
F -2.9929 2.0554 0.8591 -0.42
F -2.8677 -0.0777 -0.3210 -0.43
F -2.2890 0.0958 1.9844 -0.50
F -4.1774 -0.9513 1.2410 -0.43
Cl 1.2264 4.9202 -3.4494 1.62
O 0.1691 4.1751 -4.0096 -0.58
O 2.3369 4.8868 -4.4159 -0.67
O 0.7621 6.2256 -3.1328 -0.72
O 1.5617 4.2512 -2.2189 -0.58
C -0.4597 -4.2916 1.2603 0.38
O -0.0733 -5.5996 0.9578 -0.21
C 0.4568 -6.3573 1.9429 0.60
O 0.5767 -5.9386 3.0914 -0.63
O 0.9017 -7.5018 1.4338 -0.22
C 1.6553 -8.3741 2.2329 -0.71
H 0.4244 -3.6642 1.3735 -0.47
H -0.9600 -4.2727 2.2285 0.66
H -1.1727 -4.0579 0.4697 -0.38
H 2.1024 -9.1622 1.6270 0.28
H 1.0557 -8.7905 3.0423 0.30
H 2.4713 -7.9000 2.7785 0.30
C 0.6345 -7.4574 -2.0594 -0.55
O 0.5004 -6.7303 -3.2064 -0.39
C 0.4754 -5.4402 -3.2081 0.64
O 0.5228 -4.6371 -2.2815 -0.28
O 0.3631 -5.0983 -4.4987 -0.41
C 0.4640 -3.7147 -4.8564 -0.33
H 0.6272 -8.5005 -2.3756 0.28
H -0.2075 -7.2766 -1.3912 0.25
H 1.5832 -7.2545 -1.5626 0.26
H -0.1861 -3.6267 -5.7269 0.29
H 1.4795 -3.4734 -5.1704 0.37
H 0.1394 -2.9403 -4.1614 -0.06
C 3.7744 -5.4526 1.6549 -0.47
O 3.9524 -4.1936 1.1364 -0.18
C 5.0967 -3.5573 1.4479 0.65
O 5.9070 -3.9550 2.2526 -0.59
O 5.1840 -2.5408 0.5777 -0.26
C 6.3336 -1.6737 0.5803 -0.67
H 4.7098 -5.9534 1.4055 0.48
H 2.9236 -5.9930 1.2398 -0.20
H 3.7450 -5.5226 2.7423 0.34
H 7.3368 -2.0043 0.8494 0.44
H 6.0874 -0.9041 1.3118 0.22
H 6.5608 -1.2850 -0.4124 0.19
C -0.1211 1.2993 -5.8300 -0.63
O -0.9207 0.3855 -5.2033 -0.26
C -2.0085 0.7530 -4.5352 0.78
O -2.5012 1.9079 -4.4154 -0.61
O -2.5303 -0.3480 -4.0536 -0.16
C -3.8560 -0.3722 -3.4877 -0.58
H -0.5708 2.0662 -6.4606 0.33
H 0.6186 0.8374 -6.4840 0.26
H 0.4718 1.8488 -5.0989 0.17
H -4.5630 0.1765 -4.1099 0.40
H -3.9327 0.0181 -2.4729 0.08
H -4.1297 -1.4220 -3.3827 0.13
C 1.8873 4.7858 1.5105 -0.80
O 0.8564 3.8383 1.7431 0.25
C 0.1364 3.7801 2.8869 0.48
O 0.3506 4.5327 3.8342 -0.62
O -0.6928 2.8259 2.8011 0.23
C -1.6941 2.5389 3.8072 -0.77
H 2.4016 4.4657 0.6044 0.18
H 2.5313 4.6445 2.3785 0.32
H 1.7134 5.8439 1.3148 0.28
H -1.3536 2.0272 4.7074 0.23
H -2.4883 1.9561 3.3407 0.10
H -2.1411 3.4955 4.0775 0.39
C 4.3527 2.2523 -4.8169 -0.31
O 5.5982 2.2657 -4.0956 -0.32
C 5.7399 1.4715 -3.0915 0.80
O 5.0115 0.6319 -2.6577 -0.55
O 6.9972 1.7771 -2.5287 -0.37
C 7.4594 1.2035 -1.3005 -0.59
H 3.4760 2.2514 -4.1692 -0.06
H 4.2573 1.4284 -5.5242 0.32
H 4.1930 3.1890 -5.3509 0.29
H 7.9768 0.2561 -1.4516 0.28
H 6.7698 1.0761 -0.4660 0.22
H 8.2480 1.9152 -1.0562 0.31
F -2.2160 -3.4394 -3.4084 -0.13
C -3.0198 -4.0242 -2.4831 -0.55
C -3.8094 -5.1079 -2.7099 -0.43
C -4.6366 -5.6588 -1.7252 -0.80
C -4.5489 -5.0102 -0.4783 -0.66
C -3.7283 -3.9121 -0.1823 -0.57
C -3.0226 -3.3637 -1.2125 0.39
H -3.8918 -5.4677 -3.7249 0.46
H -5.2133 -6.5355 -1.9806 0.45
H -5.1171 -5.3727 0.3656 0.36
H -3.6858 -3.3727 0.7524 0.68
H -2.4552 -2.4624 -1.0334 0.73
C 4.3876 1.4246 4.7857 -0.27
C 5.5311 1.9318 5.4291 -0.47
C 5.4215 2.7249 6.6032 -0.56
C 4.1047 3.0078 7.0279 -0.36
C 3.0184 2.5974 6.2659 -0.69
C 3.1566 1.8449 5.1079 0.08
H 4.5227 0.7947 3.9189 0.34
H 6.5207 1.7379 5.0423 0.40
H 6.2815 3.0947 7.1416 0.38
H 3.8078 3.5932 7.8855 0.34
H 2.0660 2.8702 6.6959 0.36
H 2.2734 1.5954 4.5386 0.43
C -1.0044 -0.6262 7.1654 -0.78
C -1.4919 -1.3191 8.2595 -0.24
C -2.6165 -2.1599 8.1113 -0.66
C -3.2088 -2.0947 6.8374 -0.48
C -2.6630 -1.4632 5.7288 -0.59
C -1.5576 -0.7225 5.9297 0.68
H -0.0674 -0.1219 7.3500 0.36
H -0.9755 -1.1246 9.1879 0.35
H -3.0507 -2.6711 8.9578 0.39
H -3.9652 -2.8464 6.6666 0.31
H -2.9103 -1.6327 4.6913 0.41
H -0.9819 -0.2841 5.1280 0.25
```

Entry 2:
DFT (the ωB97M-V functional and the def2-TZVPD basis) results for a cluster of 13 separate species, C53H101F7O42P5 in total at a distorted geometry.

## Properties
- multiplicity = 1
- HOMO energy (eV) = -5.60
- net charge = -1
- largest force on an atom (eV Å⁻¹) = 7.672
- energy above the lowest of the compared OMol25 structures with the same formula, charge and spin (eV) = 7.409
- LUMO (eV) = 1.52

```
208
Properties=species:S:1:pos:R:3:mulliken_charge:R:1
C -0.6282 -1.0968 -1.1439 -0.74
C 0.7804 -0.7090 -1.6525 -0.20
O 1.8914 -1.3938 -1.2372 -0.58
H -0.6698 -0.8345 -0.0868 0.16
H -0.7165 -2.1829 -1.1700 0.46
H -1.4235 -0.5476 -1.6480 0.08
H 0.8586 0.3537 -1.4228 0.07
H 0.6886 -0.7828 -2.7361 -0.13
C 3.1947 -4.0509 1.0537 0.46
C 2.3601 -3.7035 2.3226 0.14
O 3.4092 -3.6022 3.2763 -0.34
C 4.2984 -4.4708 2.9178 0.56
O 5.0514 -4.8910 3.8181 -0.71
O 4.1248 -4.8874 1.7381 -0.05
F 1.6150 -4.7905 2.6169 -0.35
H 3.6350 -3.1801 0.5679 -0.41
H 2.3956 -4.5680 0.5225 0.03
H 1.7847 -2.7798 2.2615 0.52
C 6.1118 -2.2783 -4.3953 -0.44
C 4.6708 -2.6821 -4.1754 0.03
O 4.5771 -3.7719 -5.0578 -0.20
C 5.5518 -3.7961 -5.8713 0.51
O 5.7219 -4.5425 -6.7854 -0.59
O 6.3726 -2.8425 -5.5920 -0.36
F 4.2336 -1.5756 -4.7427 -0.26
H 6.6937 -2.6806 -3.5660 0.30
H 6.1942 -1.2099 -4.1961 0.35
H 4.3416 -2.8970 -3.1588 0.67
C 2.3425 2.4093 2.7546 1.24
C 1.1427 1.4849 2.8677 1.18
O 1.0020 1.6659 4.2638 -0.28
C 2.1491 2.0261 4.8256 0.50
O 2.4804 1.8237 6.0084 -0.68
O 3.0525 2.4477 3.9493 -0.33
F 1.6092 0.2676 2.6076 -0.23
H 2.2954 3.3133 2.1474 -1.16
H 3.1227 1.8390 2.2506 -0.07
H 0.2576 1.7704 2.2991 -0.45
C 1.6298 1.0453 -5.6544 0.03
C 1.6512 2.5112 -5.3864 0.67
O 2.0692 3.1235 -6.5751 -0.35
C 2.2312 2.1907 -7.5002 0.61
O 2.8407 2.4035 -8.5938 -0.61
O 1.9281 1.0087 -7.0245 -0.34
F 2.7223 2.7005 -4.6051 -0.32
H 0.5715 0.7847 -5.6590 0.22
H 2.2679 0.3567 -5.1004 -0.12
H 0.7695 3.0138 -4.9886 0.20
C -4.5106 -2.1997 -0.4686 -0.10
C -5.1453 -3.5634 -0.6108 0.10
O -6.3085 -3.2434 -1.3229 -0.33
C -6.7624 -2.0827 -0.7874 0.55
O -7.9295 -1.7444 -0.6987 -0.55
O -5.6430 -1.3625 -0.4389 0.01
F -5.2343 -4.1469 0.5729 -0.24
H -3.9746 -1.9442 -1.3827 0.16
H -3.9326 -2.1506 0.4542 0.06
H -4.4384 -4.1923 -1.1519 0.42
C 1.0937 -3.3984 -3.8287 0.65
C 1.3293 -4.5383 -2.8698 0.98
O 1.9627 -5.3734 -3.7584 -0.06
C 1.4520 -5.1877 -4.9388 0.51
O 1.5529 -5.9781 -5.8338 -0.62
O 0.8500 -4.0625 -5.0328 -0.42
F 0.1218 -4.9332 -2.4422 -0.36
H 1.9812 -2.7657 -3.8432 -0.50
H 0.1241 -2.9477 -3.6167 0.06
H 1.9436 -4.2651 -2.0118 -0.24
C 4.9308 0.3923 -1.6407 0.08
C 4.9747 -0.6116 -0.5071 1.22
O 5.3445 0.2176 0.5200 -0.26
C 6.1808 1.1164 -0.0016 0.70
O 7.1098 1.7027 0.5223 -0.64
O 5.9040 1.3320 -1.2294 -0.38
F 5.7365 -1.6257 -0.8864 -0.30
H 3.9529 0.8739 -1.6425 0.03
H 5.2556 0.1554 -2.6538 0.04
H 4.0037 -1.0959 -0.4032 -0.46
C -4.1251 7.0774 0.1207 -1.25
C -3.8439 5.6014 -0.1879 -0.18
O -3.2246 5.1134 0.9392 -0.32
P -1.8577 4.2479 0.8288 0.98
O -1.3850 3.6197 2.1159 -0.70
O -2.1295 3.2248 -0.3574 -0.14
C -2.0498 1.8291 -0.2995 0.45
C -3.4415 1.2780 0.1492 -0.38
O -0.6597 5.3873 0.3611 -0.51
C 0.5548 4.8713 -0.1768 0.46
C 0.4520 4.4228 -1.6293 -0.90
H -4.7790 7.2453 0.9765 0.30
H -3.1486 7.5123 0.3339 0.30
H -4.3583 7.5766 -0.8198 0.39
H -4.6892 4.9140 -0.2206 0.30
H -3.2612 5.3831 -1.0828 0.29
H -1.8457 1.4443 -1.2987 0.11
H -1.1538 1.5283 0.2435 -0.17
H -3.5957 1.2891 1.2281 0.26
H -4.3684 1.7148 -0.2224 0.24
H -3.4949 0.2051 -0.0357 -0.32
H 1.3208 5.6449 -0.2309 0.30
H 0.9077 4.0476 0.4439 -0.25
H 0.2943 5.0659 -2.4952 0.29
H 1.4229 3.9836 -1.8584 0.32
H -0.2203 3.5855 -1.8166 0.07
C -0.2690 -1.8202 4.7205 -0.87
C -1.5666 -2.3372 4.0829 0.32
O -2.7025 -2.2387 4.9183 -0.36
P -4.1115 -1.4654 4.5361 0.18
O -4.1429 -1.1689 3.0859 0.04
O -4.2272 -0.1580 5.4590 -0.38
C -3.1009 0.3798 5.8711 -0.53
C -2.5324 1.2360 4.7911 -0.01
O -5.2522 -2.5107 5.0106 -0.34
C -5.4553 -3.6290 4.2872 -0.15
C -6.7274 -3.4248 3.5383 -1.17
H -0.3336 -0.7630 4.9777 -0.01
H -0.2275 -2.1871 5.7460 0.41
H 0.6880 -2.0883 4.2728 0.10
H -1.4569 -1.8713 3.1036 0.06
H -1.3204 -3.3801 3.8835 0.45
H -3.3684 0.8506 6.8171 0.40
H -2.3388 -0.2441 6.3379 0.29
H -2.6160 0.7334 3.8275 -0.18
H -3.0199 2.2107 4.7746 0.44
H -1.4615 1.4330 4.8400 -0.10
H -4.5631 -3.8801 3.7135 0.27
H -5.5237 -4.3939 5.0607 0.27
H -6.7401 -2.8230 2.6295 0.16
H -7.0715 -4.3179 3.0167 0.44
H -7.6636 -3.3118 4.0851 0.35
C 4.9021 -7.0133 -3.3705 -1.05
C 4.9884 -6.0390 -2.1647 0.73
O 4.9153 -6.7164 -0.9323 -0.42
P 3.7120 -7.7656 -0.5429 1.20
O 2.3859 -7.2575 -0.9636 -0.81
O 4.0448 -9.2057 -1.3240 -0.38
C 3.0936 -10.2147 -1.4817 -0.37
C 2.3818 -9.9134 -2.8537 -0.78
O 3.9410 -7.9845 1.0469 -0.35
C 4.9222 -8.8185 1.7540 -0.35
C 6.3627 -8.4324 1.3579 -0.88
H 5.0194 -6.6271 -4.3831 0.34
H 5.6354 -7.8197 -3.3858 0.40
H 3.8855 -7.3329 -3.5997 0.07
H 5.9035 -5.4739 -2.3412 0.44
H 4.2061 -5.2818 -2.2175 -0.56
H 3.6982 -11.1068 -1.6454 0.32
H 2.3404 -10.3235 -0.7014 0.34
H 1.5442 -10.5836 -3.0469 0.40
H 2.0616 -8.8720 -2.8883 0.02
H 3.1408 -9.8676 -3.6348 0.29
H 4.6844 -8.7267 2.8137 0.37
H 4.8223 -9.8969 1.6308 0.26
H 7.0952 -9.1392 1.7479 0.39
H 6.4538 -8.2566 0.2861 0.16
H 6.7480 -7.5196 1.8122 0.28
C -10.7628 2.4077 1.1152 -1.28
C -9.7912 1.4092 0.6079 -0.09
O -8.7750 2.1526 0.0638 -0.18
P -9.0580 3.2744 -1.1177 0.47
O -10.1313 2.7640 -1.9830 -0.73
O -9.4016 4.6621 -0.2712 -0.25
C -10.1999 5.5365 -0.8901 -0.43
C -9.5658 6.1763 -2.1541 -0.99
O -7.6471 3.4769 -1.9774 -0.09
C -7.3662 2.3798 -2.8917 -0.72
C -6.3744 1.4198 -2.4468 -0.65
H -10.4298 3.2859 1.6684 0.32
H -11.2953 2.8648 0.2811 0.32
H -11.6398 2.0042 1.6214 0.42
H -9.4529 0.7957 1.4429 0.34
H -10.2878 0.7765 -0.1278 0.24
H -11.2026 5.1466 -1.0658 0.33
H -10.3519 6.3808 -0.2177 0.38
H -9.1387 5.4269 -2.8206 0.31
H -10.3653 6.7768 -2.5879 0.35
H -8.8363 6.9449 -1.8987 0.28
H -8.2713 1.8270 -3.1436 0.46
H -7.0294 2.6518 -3.8921 0.45
H -6.5780 1.3113 -1.3815 0.21
H -6.3898 0.3990 -2.8287 0.37
H -5.3858 1.8697 -2.5389 0.17
C 4.1034 4.4784 0.1358 -0.41
C 5.5347 4.6270 0.5126 -0.27
O 5.8225 5.9716 0.8938 -0.33
P 4.7355 7.0211 1.5726 0.71
O 3.6054 7.5141 0.7458 -0.75
O 4.3568 6.2779 2.9035 -0.20
C 3.0453 6.3634 3.3291 0.51
C 2.8184 6.0347 4.8457 -1.40
O 5.6622 8.2822 2.1050 -0.27
C 6.7288 8.1546 2.8934 -0.01
C 7.0874 9.4744 3.3584 -1.35
H 3.3885 4.5200 0.9576 -0.29
H 3.8319 5.2645 -0.5688 0.46
H 3.8652 3.5369 -0.3591 0.38
H 5.6104 3.9953 1.3976 0.31
H 6.2897 4.3076 -0.2057 0.27
H 2.3904 7.1943 3.0666 0.45
H 2.4490 5.6248 2.7935 -0.36
H 1.7957 6.2540 5.1523 0.40
H 3.1490 5.0527 5.1841 0.27
H 3.3514 6.7183 5.5065 0.41
H 6.6094 7.4114 3.6817 0.28
H 7.3975 7.7410 2.1384 0.24
H 7.4404 10.1881 2.6140 0.31
H 6.3546 9.8264 4.0844 0.31
H 8.0220 9.4213 3.9168 0.44
```

Question: What is the formula in the first record?
Answer: C52H89ClF7N2O22P